CBrClFO2S | wB97M-V/def2-TZVPD

Results
gap between HOMO and LUMO: 7.6 eV
charge: -1
max |F|: 0.0937 Eh/bohr
LUMO energy: 3.2 eV
2S+1: 1

CARTESIAN COORDINATES (ANGSTROEM)
1 C -0.867 0.390 0.186
2 O 1.315 -1.361 0.472
3 O 1.390 0.241 -1.389
4 F -1.112 0.330 1.642
5 S 0.611 -0.830 -0.634
6 Cl -0.702 2.060 -0.337
7 Br -2.590 -0.427 -0.534

The molecule's Mulliken atomic charges, reported in e, are given here:
1. C 0.177
2. O -0.520
3. O -0.612
4. F -0.244
5. S 0.567
6. Cl -0.132
7. Br -0.236



C24H72O24 | wB97M-V/def2-TZVPD

Results
gap between HOMO and LUMO: 9.1 eV
max |F|: 0.0460 Eh/bohr
LUMO energy: 0.1 eV
2S+1: 1

CARTESIAN COORDINATES (ANGSTROEM)
1 O -0.825 -3.984 1.034
2 C -1.551 -3.949 -0.181
3 C -2.230 -5.309 -0.363
4 O -1.249 -6.338 -0.443
5 H -0.163 -4.696 1.000
6 H -2.294 -3.159 -0.264
7 H -0.888 -3.834 -1.047
8 H -2.923 -5.286 -1.207
9 H -2.798 -5.520 0.549
10 H -1.604 -7.085 -0.930
11 O 2.103 -2.812 -3.710
12 C 1.552 -1.495 -3.814
13 C 0.035 -1.418 -3.991
14 O -0.433 -1.927 -5.218
15 H 1.896 -3.350 -4.478
16 H 1.830 -0.914 -2.936
17 H 2.067 -1.040 -4.671
18 H -0.308 -0.418 -3.734
19 H -0.337 -2.027 -3.151
20 H 0.075 -2.706 -5.452
21 O 2.551 -3.318 2.272
22 C 2.425 -4.264 3.309
23 C 2.199 -5.664 2.762
24 O 0.841 -5.780 2.333
25 H 1.684 -2.934 2.095
26 H 3.334 -4.285 3.918
27 H 1.666 -4.012 4.055
28 H 2.370 -6.401 3.555
29 H 2.856 -5.880 1.917
30 H 0.588 -6.679 2.110
31 O 0.758 5.065 -1.977
32 C -0.094 5.057 -0.836
33 C -1.504 5.522 -1.199
34 O -1.631 6.889 -1.595
35 H 0.720 5.908 -2.441
36 H -0.027 4.066 -0.387
37 H 0.325 5.755 -0.099
38 H -2.156 5.421 -0.325
39 H -1.943 4.954 -2.018
40 H -1.608 7.435 -0.803
41 O 3.146 4.275 2.907
42 C 2.979 4.088 1.523
43 C 3.322 5.373 0.769
44 O 4.710 5.613 0.645
45 H 4.030 4.044 3.198
46 H 3.600 3.280 1.126
47 H 1.945 3.825 1.288
48 H 2.788 6.172 1.301
49 H 2.841 5.401 -0.219
50 H 4.902 5.666 -0.292
51 O -1.039 2.758 4.648
52 C -1.140 1.391 5.030
53 C -1.043 0.491 3.819
54 O 0.276 0.484 3.294
55 H -0.121 3.029 4.734
56 H -0.390 1.149 5.784
57 H -2.158 1.212 5.390
58 H -1.731 0.820 3.033
59 H -1.308 -0.529 4.126
60 H 0.326 -0.071 2.504
61 O 0.980 0.304 -1.290
62 C -0.054 0.772 -0.425
63 C -0.833 -0.368 0.179
64 O -0.201 -1.224 1.116
65 H 1.393 1.131 -1.610
66 H 0.428 1.437 0.309
67 H -0.667 1.476 -1.001
68 H -1.074 -0.971 -0.700
69 H -1.736 0.017 0.662
70 H -0.479 -2.140 0.978
71 O 2.281 2.641 -1.947
72 C 2.210 2.534 -3.364
73 C 2.974 3.654 -4.060
74 O 4.334 3.655 -3.721
75 H 1.953 3.498 -1.632
76 H 2.703 1.599 -3.629
77 H 1.186 2.497 -3.746
78 H 2.502 4.624 -3.863
79 H 2.911 3.492 -5.138
80 H 4.463 3.644 -2.768
81 O -5.148 -0.522 -3.997
82 C -4.482 0.675 -3.702
83 C -2.987 0.463 -3.531
84 O -2.627 -0.267 -2.368
85 H -4.858 -0.953 -4.803
86 H -4.669 1.456 -4.453
87 H -4.925 1.129 -2.813
88 H -2.504 1.442 -3.430
89 H -2.504 0.058 -4.427
90 H -3.263 -0.993 -2.295
91 O -2.036 -2.827 5.316
92 C -1.515 -3.559 4.214
93 C -2.324 -4.801 3.947
94 O -2.507 -5.568 5.128
95 H -2.929 -2.516 5.128
96 H -1.361 -2.955 3.313
97 H -0.482 -3.787 4.480
98 H -1.905 -5.447 3.179
99 H -3.338 -4.545 3.601
100 H -2.780 -4.992 5.849
101 O 4.058 -2.682 -1.741
102 C 3.582 -1.992 -0.607
103 C 4.050 -0.535 -0.692
104 O 5.468 -0.347 -0.620
105 H 3.438 -2.584 -2.478
106 H 2.489 -1.968 -0.580
107 H 3.947 -2.467 0.301
108 H 3.655 0.078 0.119
109 H 3.713 -0.139 -1.659
110 H 5.785 -0.820 -1.404
111 O -4.406 0.725 1.562
112 C -4.205 1.479 0.389
113 C -3.212 2.571 0.615
114 O -3.745 3.682 1.349
115 H -4.893 1.225 2.222
116 H -3.810 0.882 -0.436
117 H -5.142 1.888 -0.006
118 H -2.799 2.973 -0.323
119 H -2.304 2.225 1.122
120 H -3.044 3.984 1.934

Results of the Mulliken charge analysis, in e, for atoms 1 through 99:
1. O -0.243
2. C -0.177
3. C -0.795
4. O -0.520
5. H 0.040
6. H 0.379
7. H 0.301
8. H 0.466
9. H 0.261
10. H 0.303
11. O -0.515
12. C 0.423
13. C 0.568
14. O -0.559
15. H 0.315
16. H -0.678
17. H 0.377
18. H -0.078
19. H -0.143
20. H 0.351
21. O -0.385
22. C -0.311
23. C -0.397
24. O -0.414
25. H 0.173
26. H 0.346
27. H 0.058
28. H 0.391
29. H 0.301
30. H 0.210
31. O -0.424
32. C 0.561
33. C -0.735
34. O -0.568
35. H 0.256
36. H -0.202
37. H 0.162
38. H 0.451
39. H 0.226
40. H 0.360
41. O -0.554
42. C 0.079
43. C -0.134
44. O -0.556
45. H 0.333
46. H 0.213
47. H -0.026
48. H 0.289
49. H 0.044
50. H 0.348
51. O -0.540
52. C -0.835
53. C 1.277
54. O -0.568
55. H 0.306
56. H 0.378
57. H 0.311
58. H -0.293
59. H -0.275
60. H 0.099
61. O 0.560
62. C -0.808
63. C -0.036
64. O 0.580
65. H -0.238
66. H 0.061
67. H 0.197
68. H 0.064
69. H -0.021
70. H -0.285
71. O -0.211
72. C -0.018
73. C -0.539
74. O -0.580
75. H -0.122
76. H 0.214
77. H 0.149
78. H 0.178
79. H 0.370
80. H 0.334
81. O -0.529
82. C -0.595
83. C -0.437
84. O -0.156
85. H 0.353
86. H 0.366
87. H 0.217
88. H 0.200
89. H 0.415
90. H 0.253
91. O -0.646
92. C 0.754
93. C -0.238
94. O -0.598
95. H 0.375
96. H -0.274
97. H -0.172
98. H 0.086
99. H 0.311